(1)
{
  "formula": "C12H16OS",
  "method": "the ωB97M-V functional and the def2-TZVPD basis",
  "relative_energy_ev": 2.706,
  "homo_lumo_gap_ev": [7.3, 6.7],
  "mol_weight_g_mol": 208.33,
  "homo_ha": [-0.26601, -0.24070],
  "e_lumo_ev": [0.1, 0.1],
  "total_charge": 0,
  "species": ["C", "C", "C", "C", "C", "C", "C", "C", "C", "C", "C", "C", "O", "S", "H", "H", "H", "H", "H", "H", "H", "H", "H", "H", "H", "H", "H", "H", "H", "H"],
  "positions_angstrom": [[0.006, 1.303, 2.404], [0.635, 1.889, 1.337], [0.076, -0.124, 2.696], [1.237, 1.093, 0.428], [0.712, -0.876, 1.766], [1.265, -0.278, 0.600], [-0.627, -1.674, -2.786], [-0.545, -0.640, -1.972], [-3.050, 1.608, 0.026], [2.779, -0.628, -1.365], [-2.178, 0.400, -0.190], [1.765, -1.118, -0.414], [1.684, -2.518, -0.232], [-1.415, 0.759, -1.812], [-0.581, 1.949, 3.077], [0.778, 2.990, 1.283], [-0.259, -0.376, 3.699], [1.599, 1.639, -0.501], [0.897, -1.879, 2.077], [-1.414, -1.698, -3.559], [0.066, -2.457, -2.912], [-3.457, 1.530, 1.009], [-2.265, 2.387, 0.090], [-3.834, 1.535, -0.787], [2.355, 0.278, -1.990], [3.022, -1.534, -1.940], [3.728, -0.513, -0.733], [-2.535, -0.632, -0.159], [-1.360, 0.248, 0.561], [0.916, -2.662, 0.302]],
  "forces_ev_per_a": [[-1.18, -0.75, 2.00], [-0.02, 1.40, 1.11], [-0.16, 3.87, -0.31], [1.01, 1.18, -2.41], [0.26, 0.15, 0.70], [-0.59, -1.31, -0.07], [-1.01, 1.11, -0.84], [1.20, -1.66, -0.35], [0.30, -1.20, -0.12], [0.42, -0.39, -0.26], [1.92, -1.04, 0.46], [-0.68, -1.25, 0.12], [1.04, 2.03, -1.11], [-0.34, 0.23, 0.43], [0.54, -0.40, -0.11], [-0.65, -0.87, -0.12], [-0.07, -0.67, -0.45], [-0.11, -1.27, 1.24], [0.24, -0.81, -0.43], [0.05, 0.07, 0.37], [0.95, -0.80, 0.46], [-0.81, 0.14, 0.61], [-1.21, 0.46, -0.68], [0.88, 1.16, 1.01], [1.47, -1.90, 1.27], [-0.13, 0.70, -0.68], [-1.04, 0.83, -1.09], [-1.04, 0.31, -0.64], [-0.50, 0.99, -0.59], [-0.72, -0.31, 0.49]],
  "lowdin_charge": [-0.102, -0.129, -0.067, -0.086, -0.058, -0.229, -0.081, -0.524, -0.186, -0.043, -0.521, -0.329, 0.030, 0.917, 0.103, 0.126, 0.106, 0.134, 0.106, 0.057, 0.029, 0.059, 0.072, 0.093, 0.123, 0.081, 0.118, 0.087, 0.047, 0.067]
}

=====

(2)
{
  "formula": "C12H16OSe",
  "method": "the ωB97M-V functional and the def2-TZVPD basis",
  "relative_energy_ev": 0.995,
  "homo_lumo_gap_ev": 8.8,
  "mol_weight_g_mol": 255.22,
  "homo_ha": -0.29635,
  "e_lumo_ev": 0.7,
  "total_charge": 0,
  "species": ["C", "C", "C", "C", "C", "C", "C", "C", "C", "C", "C", "C", "O", "Se", "H", "H", "H", "H", "H", "H", "H", "H", "H", "H", "H", "H", "H", "H", "H", "H"],
  "positions_angstrom": [[3.712, 1.134, 0.138], [3.135, 0.234, 0.967], [3.040, 1.551, -0.978], [1.900, -0.242, 0.705], [1.763, 1.234, -1.221], [1.157, 0.340, -0.333], [-3.520, -1.658, 0.286], [-2.582, -0.772, 0.688], [-0.878, -0.962, -2.613], [-0.565, 2.132, 1.740], [-1.152, -0.892, 0.312], [-0.761, 0.230, -0.594], [-1.077, 0.264, -1.935], [-1.292, 2.076, -0.087], [4.738, 1.477, 0.300], [3.622, -0.049, 1.974], [3.526, 2.181, -1.747], [1.378, -0.950, 1.422], [1.040, 1.633, -1.974], [-4.548, -1.484, 0.463], [-3.185, -2.509, -0.259], [-2.799, 0.009, 1.445], [-1.722, -1.690, -2.495], [0.117, -1.462, -2.268], [-0.820, -0.739, -3.814], [-0.807, 3.034, 2.345], [-1.125, 1.287, 2.246], [0.456, 2.031, 1.692], [-0.389, -0.835, 1.202], [-0.995, -1.763, -0.311]],
  "forces_ev_per_a": [[1.94, 0.54, -0.34], [1.82, -0.80, 3.43], [1.87, 1.99, -2.20], [-3.77, -0.79, 0.22], [-3.66, -1.34, 0.36], [-2.53, -0.46, -0.89], [1.80, 1.73, 0.53], [-1.15, -1.09, 1.13], [1.11, -1.00, -2.56], [-3.45, -0.55, 0.81], [0.83, 0.47, 0.79], [4.45, 2.08, 1.16], [-0.08, -0.90, 0.09], [-0.12, 0.30, 0.21], [-0.44, -0.07, 0.06], [-0.55, 0.29, -1.92], [0.03, -0.16, 0.79], [0.98, 0.83, -0.93], [1.32, -0.05, 0.28], [-0.83, -0.17, 0.34], [-0.12, -0.53, -0.63], [-0.22, -0.29, -0.96], [0.65, 0.71, 0.16], [-1.60, 0.86, -0.70], [0.00, -0.36, 3.13], [-0.10, -0.35, -0.99], [1.19, 0.81, -0.24], [2.32, -0.58, 0.06], [-1.93, -0.42, -1.60], [0.23, -0.72, 0.41]],
  "lowdin_charge": [-0.113, -0.134, -0.118, -0.105, -0.104, -0.112, 0.033, -0.194, -0.105, -0.362, -0.226, -0.631, -0.247, 1.015, 0.112, 0.139, 0.119, 0.115, 0.120, 0.043, 0.048, 0.093, 0.085, 0.119, 0.141, 0.041, 0.029, -0.029, 0.125, 0.103]
}

=====

(3)
{
  "formula": "C12H16P2",
  "method": "the ωB97M-V functional and the def2-TZVPD basis",
  "relative_energy_ev": 2.233,
  "homo_lumo_gap_ev": [6.2, 6.1],
  "mol_weight_g_mol": 222.21,
  "homo_ha": [-0.27498, -0.27173],
  "e_lumo_ev": [-1.2, -1.3],
  "total_charge": 0,
  "species": ["C", "C", "C", "C", "C", "C", "C", "C", "C", "C", "C", "C", "P", "P", "H", "H", "H", "H", "H", "H", "H", "H", "H", "H", "H", "H", "H", "H", "H", "H"],
  "positions_angstrom": [[3.464, -2.255, -2.137], [-0.326, 1.020, 1.610], [-1.410, -1.078, 0.745], [2.985, -1.347, -1.226], [-1.629, 1.187, 1.190], [-2.223, -0.031, 0.639], [1.830, -1.556, -0.338], [1.357, -0.562, 0.444], [3.759, -0.072, -1.058], [-2.305, 2.510, 1.124], [-3.526, -0.076, -0.236], [1.552, -3.049, 0.020], [3.233, -3.914, -2.807], [0.090, -0.699, 1.672], [4.127, -1.744, -2.892], [0.313, 1.821, 1.990], [-1.716, -2.100, 0.648], [4.264, -0.105, 0.007], [3.100, 0.843, -0.982], [4.610, 0.127, -1.786], [-3.341, 2.191, 1.225], [-2.049, 2.994, 0.223], [-2.045, 3.131, 1.948], [-3.649, -1.143, -0.617], [-3.523, 0.492, -1.185], [-4.331, 0.247, 0.338], [0.908, -3.135, 0.947], [2.560, -3.646, 0.001], [1.058, -3.622, -0.776], [1.634, 0.496, 0.295]],
  "forces_ev_per_a": [[-0.06, 0.50, -1.39], [-2.05, 0.56, 0.48], [0.45, -1.04, 0.92], [0.28, -0.38, -0.87], [2.67, 0.38, 0.08], [-0.99, 0.57, -1.82], [1.08, -1.48, 1.59], [0.51, -0.02, -1.58], [1.12, 1.56, 1.61], [-0.77, -1.73, 0.77], [2.20, -1.81, -0.66], [0.67, -0.23, -0.52], [-0.25, 0.91, 0.79], [-0.50, -0.08, 0.65], [0.01, -0.53, 0.96], [-0.30, -0.19, -0.13], [-0.11, -0.37, -0.72], [-0.86, -0.02, -1.90], [0.72, -0.93, -0.41], [-1.33, -0.50, 0.71], [-0.46, 1.06, -0.38], [-0.24, 0.67, -1.20], [0.23, 0.51, 0.68], [-0.10, 1.22, 0.89], [0.53, 0.23, 0.70], [-1.74, 0.34, 0.83], [1.12, -0.09, -0.87], [-1.64, 1.28, 0.91], [-0.44, 0.50, -0.01], [0.23, -0.88, -0.10]],
  "lowdin_charge": [-0.545, -0.252, -0.232, -0.363, -0.325, -0.296, -0.297, -0.262, -0.094, -0.041, -0.034, -0.094, 0.708, 0.955, 0.036, 0.085, 0.067, 0.126, 0.075, 0.091, 0.078, 0.075, 0.071, 0.094, 0.084, 0.035, 0.059, 0.086, 0.041, 0.068]
}

=====

(4)
{
  "formula": "C12H17BCrN6O",
  "method": "the ωB97M-V functional and the def2-TZVPD basis",
  "relative_energy_ev": 2.688,
  "homo_lumo_gap_ev": [6.8, 7.2],
  "mol_weight_g_mol": 324.12,
  "homo_ha": [-0.26622, -0.27256],
  "e_lumo_ev": [-0.5, -0.2],
  "multiplicity": 5,
  "total_charge": 0,
  "species": ["H", "N", "B", "N", "C", "Cr", "H", "C", "H", "C", "H", "C", "H", "H", "H", "N", "N", "N", "N", "C", "C", "H", "H", "C", "C", "C", "C", "H", "H", "H", "H", "H", "C", "C", "O", "H", "H", "H"],
  "positions_angstrom": [[1.452, 3.366, 0.081], [1.029, 1.661, -1.178], [0.137, 0.389, -3.394], [0.578, 1.606, -2.519], [0.859, 2.792, -3.080], [2.027, 0.339, -0.088], [0.822, 2.910, -4.153], [1.250, 3.699, -2.096], [1.496, 4.732, -2.260], [1.274, 2.985, -0.908], [0.325, 0.643, -4.560], [-2.208, -2.585, 2.649], [-1.588, -3.146, 3.385], [-1.660, -1.658, 2.359], [-2.334, -3.220, 1.741], [-1.519, 0.016, -3.397], [1.156, -0.682, -2.934], [-1.938, -0.140, -2.088], [1.597, -0.851, -1.609], [-2.627, -0.191, -4.207], [1.929, -1.456, -3.717], [-2.635, -0.088, -5.284], [1.926, -1.336, -4.799], [-3.703, -0.523, -3.374], [2.714, -2.294, -2.916], [-3.197, -0.477, -2.050], [2.470, -1.908, -1.611], [-4.718, -0.778, -3.605], [3.373, -3.079, -3.270], [-3.698, -0.666, -1.114], [2.836, -2.326, -0.689], [-3.157, -2.345, 3.068], [3.886, 1.038, 1.266], [2.486, 1.278, 1.877], [2.118, 1.909, 2.832], [3.773, 1.325, 0.194], [4.121, -0.037, 1.246], [4.801, 1.541, 1.647]],
  "forces_ev_per_a": [[0.23, -0.35, 0.24], [-2.21, 2.07, -0.63], [-1.43, 0.02, -0.60], [1.45, 0.84, 0.88], [-0.26, 0.26, 0.73], [-1.25, 0.66, 2.01], [-0.40, 0.08, 0.13], [-0.15, 0.00, -0.56], [-0.04, 0.11, 0.09], [-0.02, -1.37, -1.54], [0.32, 0.01, 0.19], [1.65, -0.43, -0.75], [-0.50, 0.42, -0.48], [-0.48, -0.66, 0.23], [0.03, 0.49, 0.67], [0.31, 0.09, 2.25], [1.81, -0.77, 1.30], [1.73, 0.05, 0.16], [-0.45, -2.63, -1.92], [0.02, -0.19, 0.97], [-0.35, -0.33, 0.45], [0.31, -0.03, 0.18], [-0.35, -0.28, 0.39], [0.76, 0.19, -0.05], [0.25, -0.20, -0.73], [0.01, 0.16, -1.46], [-1.18, 1.37, -1.18], [-0.12, 0.05, -0.50], [-0.12, 0.24, 0.11], [0.01, 0.04, -0.01], [0.17, 0.08, 0.15], [-0.69, 0.19, 0.31], [1.31, 0.51, 0.67], [-1.43, -0.66, -2.05], [1.06, -0.12, -0.02], [0.58, 0.34, 0.25], [-0.12, -0.11, 0.24], [-0.48, -0.13, -0.11]],
  "lowdin_charge": [0.112, -0.071, -0.414, 0.012, -0.067, 0.762, 0.123, -0.053, 0.095, -0.109, 0.102, -0.059, 0.022, 0.023, 0.024, -0.031, 0.016, 0.007, -0.087, -0.106, -0.050, 0.099, 0.132, -0.098, -0.057, -0.193, -0.130, 0.074, 0.101, 0.094, 0.110, -0.007, -0.143, -0.428, -0.009, 0.043, 0.069, 0.096]
}

=====

(5)
{
  "formula": "C12H17BN6O2Ti",
  "method": "the ωB97M-V functional and the def2-TZVPD basis",
  "relative_energy_ev": 1.971,
  "homo_lumo_gap_ev": [3.8, 3.8],
  "mol_weight_g_mol": 335.99,
  "homo_ha": [-0.54915, -0.54910],
  "e_lumo_ev": [-11.2, -11.2],
  "total_charge": 2,
  "species": ["H", "N", "B", "N", "C", "Ti", "H", "C", "H", "C", "H", "C", "H", "H", "H", "N", "N", "N", "N", "C", "C", "H", "H", "C", "C", "C", "C", "H", "H", "H", "H", "H", "C", "C", "O", "O", "H", "H", "H"],
  "positions_angstrom": [[1.741, -1.280, 3.315], [0.796, -1.535, 1.428], [0.146, -2.342, -0.978], [0.868, -2.483, 0.415], [1.656, -3.475, 0.850], [-0.676, -0.046, 1.522], [1.793, -4.360, 0.239], [2.162, -3.151, 2.098], [2.859, -3.732, 2.698], [1.623, -1.931, 2.448], [0.241, -3.375, -1.589], [-0.311, 4.527, -1.355], [-1.316, 4.903, -1.091], [0.036, 3.816, -0.585], [-0.349, 4.022, -2.336], [0.846, -1.275, -1.919], [-1.375, -1.997, -0.747], [0.814, -0.010, -1.407], [-1.852, -0.966, 0.051], [1.496, -1.291, -3.134], [-2.437, -2.598, -1.298], [1.621, -2.234, -3.689], [-2.292, -3.479, -1.906], [1.893, 0.025, -3.403], [-3.595, -1.919, -0.937], [1.435, 0.766, -2.259], [-3.210, -0.891, -0.089], [2.433, 0.407, -4.285], [-4.604, -2.131, -1.251], [1.592, 1.824, -2.108], [-3.748, -0.101, 0.423], [0.362, 5.344, -1.409], [0.255, 3.540, 3.364], [-0.612, 2.335, 3.085], [-1.491, 1.814, 3.755], [-0.208, 1.866, 1.879], [-0.022, 3.986, 4.308], [0.134, 4.234, 2.525], [1.296, 3.190, 3.372]],
  "forces_ev_per_a": [[0.12, -0.45, -0.17], [-1.67, 1.47, -0.19], [1.00, 0.21, -1.95], [-0.36, 0.20, 0.65], [-0.63, 0.60, -0.89], [2.01, 0.85, -2.68], [0.10, 0.22, 0.08], [0.69, 0.20, 1.52], [-0.29, 0.14, -0.26], [-0.07, -0.19, -0.47], [-0.29, -0.05, 0.54], [-0.95, -1.05, 0.04], [0.48, -0.23, -0.15], [-0.15, 0.25, -0.29], [-0.04, 0.22, 0.46], [-0.81, -0.34, 1.46], [-0.33, 0.08, 0.58], [-0.33, -0.61, 0.59], [1.69, 0.85, 1.53], [-0.14, 0.69, 0.49], [0.91, 0.52, 0.26], [-0.10, 0.71, 0.37], [-0.06, 0.09, -0.11], [-0.45, -0.62, 0.73], [-0.80, 0.84, 0.59], [0.87, 0.22, -1.53], [0.26, -0.72, -0.64], [-0.44, -0.31, 0.75], [0.03, -0.09, 0.01], [-0.20, -0.06, 0.20], [-0.17, -0.27, -0.18], [0.66, 0.78, -0.04], [-0.53, -0.45, 0.20], [0.39, 1.35, 1.04], [1.05, -0.60, -1.62], [-1.34, -4.84, -1.35], [0.03, 0.20, 0.15], [0.05, -0.02, 0.22], [-0.22, 0.20, 0.06]],
  "lowdin_charge": [0.142, -0.087, -0.439, 0.016, 0.031, 1.637, 0.163, 0.017, 0.141, -0.047, 0.131, -0.044, 0.030, -0.007, 0.025, -0.064, 0.013, 0.035, -0.095, -0.036, 0.033, 0.138, 0.159, -0.016, 0.026, -0.129, -0.043, 0.120, 0.134, 0.110, 0.141, 0.006, 0.049, -0.575, 0.117, -0.161, 0.106, 0.110, 0.113]
}

=====

(6)
{
  "formula": "C12H17BN6OPd",
  "method": "the ωB97M-V functional and the def2-TZVPD basis",
  "homo_lumo_gap_ev": [8.2, 4.8],
  "mol_weight_g_mol": 378.54,
  "homo_ha": [-0.84894, -0.84001],
  "e_lumo_ev": [-14.9, -18.0],
  "multiplicity": 5,
  "total_charge": 4,
  "species": ["C", "N", "N", "C", "C", "B", "N", "N", "C", "C", "C", "Pd", "N", "N", "C", "C", "C", "H", "H", "H", "H", "H", "H", "H", "H", "H", "H", "H", "C", "H", "H", "H", "C", "C", "O", "H", "H", "H"],
  "positions_angstrom": [[-3.045, 0.695, 0.359], [-1.746, 0.551, 0.029], [-1.367, -0.755, 0.254], [-2.453, -1.418, 0.751], [-3.512, -0.529, 0.853], [-0.085, -1.483, -0.356], [0.410, -0.684, -1.610], [0.190, 0.658, -1.851], [0.458, 0.909, -3.150], [0.886, -0.280, -3.763], [0.798, -1.261, -2.785], [-0.384, 2.150, -0.470], [1.008, -2.212, 0.580], [2.310, -1.824, 0.926], [2.817, -2.779, 1.735], [1.890, -3.853, 1.863], [0.799, -3.466, 1.084], [3.799, -2.730, 2.215], [-0.098, -4.003, 0.817], [2.007, -4.781, 2.404], [-0.610, -2.465, -0.881], [0.943, -2.329, -2.848], [-2.399, -2.473, 0.956], [1.229, -0.412, -4.774], [-4.499, -0.750, 1.215], [0.344, 1.879, -3.605], [-3.582, 1.627, 0.217], [1.464, 2.197, -0.709], [1.207, 3.282, -0.691], [1.558, 3.639, -1.650], [0.106, 3.653, -0.647], [1.693, 3.707, 0.199], [-0.543, 3.003, 2.342], [-0.052, 1.865, 1.507], [0.423, 0.808, 1.875], [0.308, 3.662, 2.561], [-0.991, 2.634, 3.279], [-1.283, 3.571, 1.769]],
  "forces_ev_per_a": [[2.63, 1.03, -1.07], [-2.94, 1.85, 0.30], [-1.96, -2.00, 1.25], [4.09, -0.24, -1.06], [-1.89, 0.09, 0.49], [0.15, -2.46, -0.32], [0.72, -1.69, -2.18], [1.01, 1.01, -3.54], [-0.71, 0.44, 2.48], [0.33, 0.61, -1.63], [-0.72, -0.80, 4.08], [-5.79, -5.21, 1.44], [-0.94, -1.38, 0.32], [0.65, -0.43, 1.20], [-0.82, 0.36, -0.53], [1.86, 0.40, 0.61], [-1.59, 2.30, -1.93], [-0.28, 0.27, -0.46], [0.00, -0.23, 0.15], [0.02, -0.06, 0.03], [0.23, 0.55, 0.43], [0.13, -0.12, -0.09], [-0.17, -0.20, 0.07], [0.06, -0.02, -0.35], [-0.38, -0.08, 0.14], [0.02, 0.21, 0.03], [0.07, -0.05, 0.10], [1.25, 0.73, 0.12], [3.01, 1.61, 0.09], [0.20, 0.53, -0.02], [1.30, 2.40, -0.56], [0.03, 0.24, -0.62], [-0.61, 0.77, -0.83], [2.59, -4.83, 4.53], [-1.88, 4.41, -2.66], [0.04, -0.07, -0.02], [0.26, -0.20, -0.31], [0.01, 0.27, 0.30]],
  "lowdin_charge": [0.048, -0.014, 0.057, 0.116, 0.187, -0.390, 0.068, 0.000, 0.043, 0.194, 0.131, 0.998, 0.002, 0.169, -0.001, 0.143, 0.057, 0.158, 0.153, 0.159, 0.144, 0.183, 0.172, 0.177, 0.174, 0.162, 0.167, 0.048, -0.102, 0.097, 0.055, 0.104, 0.049, -0.291, 0.184, 0.145, 0.148, 0.104]
}